Here is a cluster of 6 separate species, C41H92NO3S in total in a non-equilibrium geometry from OMol25. Energies are from ωB97M-V/def2-TZVPD.

Output
Total charge ... +1
HOMO-LUMO gap ... 8.30 eV
Energy ... -2295.4849 a.u.
LUMO ... -3.319 eV

```
138
Properties=species:S:1:pos:R:3:forces:R:3:mulliken_charge:R:1
C -3.8793 -2.3604 2.1289 -1.29 0.61 -2.24 -0.72
C -4.7161 -2.1895 0.9092 1.72 0.07 2.56 -0.39
C -5.8920 -1.0135 0.7322 -0.15 -2.11 1.09 0.40
C -6.2461 -0.9144 -0.8638 -0.44 -0.31 0.08 -0.76
C -6.8323 0.5302 -1.3653 -0.19 -1.67 -2.91 -0.62
N -6.5237 1.7029 -0.4621 -0.57 0.39 0.58 0.10
C -5.1760 1.5140 0.2650 1.40 0.13 1.85 -0.07
C -4.6472 2.8748 1.0179 0.06 0.44 0.42 -0.38
C -3.0214 3.0879 0.9923 0.06 0.53 0.33 -0.49
C -2.1403 1.7689 1.4086 1.93 0.50 -0.17 -0.60
C -1.7210 0.8100 0.1109 -2.63 -0.59 0.12 -0.60
S 0.0000 0.0742 0.2630 5.35 0.77 3.87 1.25
O 0.1238 -0.8821 1.5121 -1.53 3.36 -5.28 -0.55
O 1.0690 1.2328 0.3389 -4.71 -4.37 -0.95 -0.61
O 0.3313 -0.8064 -1.1886 -2.12 1.39 1.56 -0.43
C -5.4722 0.4008 1.4457 -1.19 0.05 -0.95 -0.74
H -2.6974 -2.4386 2.0322 -2.78 -1.09 0.05 0.19
H -4.2920 -2.3637 3.2400 0.82 1.15 -2.51 0.30
H -4.5493 -2.9557 0.0312 0.26 2.33 1.32 0.34
H -6.8362 -1.4253 1.3106 1.68 0.98 -1.26 0.37
H -5.3027 -1.1742 -1.5294 -1.94 0.51 1.55 0.32
H -7.1022 -1.7160 -1.0880 2.10 1.76 0.40 0.32
H -6.2950 0.7653 -2.4053 -1.18 -0.39 2.35 0.27
H -7.9871 0.4301 -1.6470 2.52 0.63 1.08 0.37
H -6.5334 2.5920 -1.0238 0.10 -0.97 0.66 0.40
H -7.2993 1.8010 0.2555 1.20 -0.07 -0.83 0.47
H -4.4101 1.1639 -0.5508 -1.57 0.57 1.58 0.10
H -4.9634 2.8103 2.1563 0.49 0.08 -2.39 0.36
H -5.1296 3.8581 0.5920 0.79 -1.91 0.64 -0.24
H -2.7828 3.9240 1.8094 -0.62 -1.85 -1.79 0.28
H -2.6739 3.5749 -0.0400 -0.69 -1.35 2.16 0.16
H -2.6059 1.1154 2.2618 0.80 1.31 -1.80 0.21
H -1.1030 2.1823 1.8309 -2.29 -0.89 -0.86 0.49
H -2.4784 -0.1067 0.1466 1.78 1.55 -0.19 0.18
H -1.9066 1.3466 -0.9187 0.96 -0.92 2.01 0.43
H -0.5100 -0.9384 -1.7175 1.15 0.18 0.91 0.33
H -6.4479 0.7865 2.0149 2.09 -0.60 -1.12 0.40
H -4.6370 0.3222 2.2614 -1.46 0.03 -1.95 0.18
C -2.0987 10.0488 1.1189 -0.08 0.21 -0.01 -1.44
C -3.1272 8.9294 1.1735 0.03 -0.12 0.12 -0.22
C -2.5294 7.5454 0.9057 -0.07 -0.03 0.01 -0.13
C -1.9090 7.3565 -0.4828 0.09 0.14 0.00 -0.77
C -2.8497 7.6143 -1.6625 0.21 -0.10 -0.01 -0.55
C -4.0374 6.6650 -1.7025 -0.24 0.12 -0.13 -0.58
H -1.6495 10.1373 0.1262 0.01 0.01 0.09 0.30
H -2.5748 11.0069 1.3529 0.15 -0.10 -0.03 0.41
H -1.2999 9.8811 1.8481 -0.04 0.02 -0.10 0.31
H -3.9377 9.1400 0.4674 0.01 -0.06 0.02 0.09
H -3.5828 8.9237 2.1711 -0.01 -0.03 -0.13 0.41
H -3.3095 6.7910 1.0620 0.00 -0.02 -0.01 -0.08
H -1.7589 7.3399 1.6598 -0.07 0.04 -0.07 0.42
H -1.5264 6.3306 -0.5519 0.01 0.04 -0.03 0.37
H -1.0346 8.0098 -0.5828 -0.08 -0.09 0.03 0.34
H -2.2800 7.4968 -2.5925 -0.06 0.08 0.12 0.36
H -3.2063 8.6489 -1.6509 0.03 -0.06 0.03 0.28
H -3.7031 5.6243 -1.7602 0.01 -0.02 0.02 0.23
H -4.6544 6.8713 -2.5836 0.01 -0.11 0.12 0.41
H -4.6735 6.7760 -0.8198 0.00 -0.02 -0.02 -0.16
C 2.4013 -3.0788 0.1982 -0.10 0.30 -0.01 -0.67
C 1.3728 -4.1982 0.2528 0.12 -0.10 0.15 -0.24
C 1.9706 -5.5822 -0.0150 -0.15 -0.09 0.00 -1.06
C 2.5910 -5.7711 -1.4035 0.11 0.12 0.00 0.32
C 1.6503 -5.5133 -2.5832 0.18 -0.13 -0.01 -0.28
C 0.4626 -6.4626 -2.6232 -0.18 0.06 -0.13 -1.35
H 2.8505 -2.9903 -0.7945 0.04 -0.02 0.05 0.08
H 1.9252 -2.1207 0.4322 0.26 -0.24 0.00 0.00
H 3.2001 -3.2465 0.9274 -0.03 0.00 -0.10 0.35
H 0.5623 -3.9876 -0.4533 0.00 -0.04 -0.01 0.16
H 0.9172 -4.2039 1.2504 -0.01 -0.01 -0.11 0.40
H 1.1905 -6.3366 0.1413 0.08 0.02 -0.02 0.33
H 2.7411 -5.7877 0.7391 -0.08 0.05 -0.07 0.43
H 2.9736 -6.7970 -1.4726 -0.03 0.08 -0.02 0.49
H 3.4654 -5.1178 -1.5035 -0.03 -0.05 0.03 -0.66
H 2.2200 -5.6308 -3.5132 -0.03 0.08 0.11 0.42
H 1.2937 -4.4787 -2.5716 0.05 0.02 0.04 0.19
H 0.7969 -7.5033 -2.6809 -0.07 0.09 0.05 0.31
H -0.1544 -6.2563 -3.5043 0.02 -0.11 0.11 0.39
H -0.1735 -6.3516 -1.7405 0.05 -0.06 -0.05 0.28
C 9.6578 -3.4421 -0.8636 0.21 -0.02 -0.12 -0.86
C 8.7071 -2.5178 -1.6091 -0.09 0.10 0.10 -0.46
C 7.2769 -2.5537 -1.0635 -0.07 0.11 -0.10 -0.87
C 6.5691 -3.9090 -1.1671 0.11 -0.10 0.06 0.32
C 6.4664 -4.4893 -2.5798 -0.11 -0.05 0.16 -0.42
C 5.6531 -3.6217 -3.5281 0.05 -0.04 -0.24 -1.22
H 9.3601 -4.4898 -0.9576 0.04 0.09 0.03 -0.07
H 10.6694 -3.3478 -1.2723 -0.09 -0.07 0.12 0.41
H 9.6975 -3.1862 0.1998 -0.02 -0.08 -0.07 0.31
H 8.7164 -2.7641 -2.6764 -0.04 0.03 0.05 0.23
H 9.0842 -1.4913 -1.5275 -0.08 -0.09 -0.06 0.34
H 6.6844 -1.7923 -1.5844 0.01 -0.06 0.05 0.34
H 7.2920 -2.2511 -0.0086 0.01 -0.03 -0.10 0.42
H 5.5587 -3.8019 -0.7534 0.04 -0.02 -0.03 -0.26
H 7.0800 -4.6365 -0.5259 -0.03 0.05 -0.02 0.10
H 5.9895 -5.4751 -2.5161 0.10 0.06 0.02 0.33
H 7.4629 -4.6582 -2.9994 -0.01 0.00 0.06 0.47
H 4.6365 -3.4769 -3.1493 0.05 0.05 -0.01 0.16
H 5.5830 -4.1014 -4.5103 -0.05 0.12 0.09 0.37
H 6.1124 -2.6395 -3.6717 -0.08 -0.06 0.01 0.37
C 7.6953 -8.0860 -0.1214 -0.19 0.08 0.10 -1.24
C 8.9791 -7.4541 0.3951 0.11 0.01 -0.12 0.77
C 10.2404 -8.2048 -0.0409 0.12 0.10 0.07 -0.84
C 10.3542 -9.6463 0.4668 -0.13 -0.07 -0.05 -0.78
C 10.3027 -9.8125 1.9876 0.08 -0.13 -0.12 -0.34
C 11.4505 -9.1204 2.7067 -0.02 0.04 0.23 -1.19
H 7.5558 -9.0968 0.2707 -0.01 0.05 -0.07 0.40
H 6.8320 -7.4885 0.1901 0.02 -0.11 -0.09 0.35
H 7.6963 -8.1344 -1.2148 -0.01 -0.05 0.08 0.26
H 8.9373 -7.3766 1.4869 0.05 -0.01 -0.06 0.29
H 9.0382 -6.4267 0.0164 0.03 -0.11 0.10 -0.66
H 11.1178 -7.6335 0.2845 -0.06 -0.06 -0.03 0.34
H 10.2830 -8.2198 -1.1375 -0.02 0.01 0.09 0.41
H 11.2963 -10.0684 0.0955 -0.07 0.03 0.05 0.39
H 9.5577 -10.2533 0.0210 0.06 0.05 0.00 0.30
H 10.3424 -10.8836 2.2210 -0.07 0.11 -0.05 0.38
H 9.3490 -9.4485 2.3820 0.00 -0.01 -0.05 0.23
H 12.4155 -9.5024 2.3591 -0.07 0.08 0.02 0.29
H 11.3832 -9.3022 3.7847 0.09 0.07 -0.13 0.37
H 11.4304 -8.0379 2.5518 0.05 -0.09 0.01 0.28
C -9.5842 10.0422 2.4197 -0.19 0.12 -0.06 -1.18
C -9.6721 8.5299 2.2813 0.06 -0.07 0.13 -0.43
C -8.3111 7.8343 2.3722 -0.04 -0.11 0.00 -0.90
C -7.3087 8.2087 1.2752 -0.03 0.17 0.02 -0.12
C -7.7826 7.9612 -0.1591 0.23 0.06 0.07 -0.62
C -8.0603 6.4954 -0.4555 -0.26 -0.05 -0.23 -0.84
H -8.9993 10.4890 1.6114 -0.02 0.01 0.09 0.28
H -10.5871 10.4807 2.3834 0.18 0.02 0.03 0.38
H -9.1276 10.3212 3.3744 -0.01 0.00 -0.11 0.29
H -10.1706 8.2752 1.3398 0.04 -0.03 0.04 0.22
H -10.3136 8.1438 3.0827 0.07 -0.02 -0.13 0.38
H -8.4712 6.7497 2.3649 0.03 0.03 0.01 0.30
H -7.8599 8.0637 3.3461 -0.05 -0.01 -0.10 0.41
H -6.3845 7.6427 1.4461 0.00 0.03 -0.03 0.02
H -7.0359 9.2655 1.3764 -0.01 -0.11 0.01 0.39
H -7.0041 8.3129 -0.8472 -0.11 0.02 0.07 0.35
H -8.6750 8.5558 -0.3771 0.05 -0.04 0.04 0.44
H -7.1660 5.8872 -0.2871 0.04 -0.01 0.05 -0.15
H -8.3602 6.3734 -1.5019 0.03 -0.07 0.12 0.40
H -8.8685 6.1030 0.1682 0.07 0.00 -0.03 0.40
```
Forces are in eV/Å.